Entry 1:
This record from the OMol25 dataset describes a single C2H6Cl2NPS molecule. The level of theory is ωB97M-V/def2-TZVPD.

Element x y z (Å)
1 C -0.58 0.42 -1.62
2 N -0.45 -0.09 -0.28
3 C 0.83 -0.18 0.21
4 S 1.62 1.46 0.73
5 P -1.81 -0.48 0.74
6 Cl -1.23 -2.44 1.31
7 Cl -1.44 0.46 2.47
8 H 0.11 -0.22 -2.14
9 H -1.57 0.13 -1.87
10 H -0.46 1.50 -1.64
11 H 1.00 -0.95 1.03
12 H 1.55 -0.57 -0.65
13 H 2.40 0.97 1.72

Results
LUMO in Ha: 0.02145
HOMO-LUMO gap in eV: 9.7
ΔE to the lowest compared entry with this formula, charge and spin in kJ/mol: 70.72
DFT total energy in a.u.: -1794.511218
Net charge: 0

***

Entry 2:
This record from the OMol25 dataset describes a 2-piece molecular cluster, C2H6Cl2O overall. The level of theory is ωB97M-V/def2-TZVPD.

Element x y z (Å)
1 C 0.00 0.00 0.00
2 C 0.39 -1.04 1.08
3 Cl 0.78 -2.56 0.23
4 Cl 1.78 -0.56 2.12
5 H 0.92 0.40 -0.46
6 H -0.51 0.82 0.53
7 H -0.66 -0.37 -0.80
8 H -0.37 -1.20 1.86
9 O -1.68 0.69 3.86
10 H -2.07 0.82 2.97
11 H -1.29 1.56 4.10

Results
LUMO in Ha: 0.02076
HOMO-LUMO gap in eV: 11.4
ΔE to the lowest compared entry with this formula, charge and spin in kJ/mol: 25.80
DFT total energy in a.u.: -1075.418426
Net charge: 0

***

Entry 3:
This record from the OMol25 dataset describes a 2-piece molecular cluster, C2H6Cl2OSi overall. The level of theory is ωB97M-V/def2-TZVPD.

Element x y z (Å)
1 C -1.11 0.21 -0.84
2 C 3.88 0.26 0.57
3 O 1.58 0.60 -0.26
4 Si 0.51 -0.52 0.07
5 Cl 4.44 1.40 -0.42
6 Cl 4.15 -1.36 0.31
7 H -0.77 1.04 -1.51
8 H -1.52 -0.62 -1.33
9 H -1.56 0.54 0.06
10 H 3.65 0.51 1.52
11 H 1.11 -1.90 0.10
12 H 0.25 -0.39 1.50

Results
LUMO (spin up / spin down) in Ha: -0.07266 / -0.07255
HOMO-LUMO gap (spin up / spin down) in eV: 6.6 / 6.7
ΔE to the lowest compared entry with this formula, charge and spin in kJ/mol: 755.20
DFT total energy in a.u.: -1364.784558
Net charge: 0

***

Entry 4:
This record from the OMol25 dataset describes a single C2H6ClFN4 molecule. The level of theory is ωB97M-V/def2-TZVPD.

Element x y z (Å)
1 N -1.63 -1.56 -0.91
2 N -0.39 -1.42 -0.34
3 C -0.05 -0.32 0.21
4 N 1.13 -0.30 0.96
5 N 1.95 0.82 0.67
6 C -0.82 0.98 0.18
7 F -2.12 0.76 0.49
8 Cl -0.74 1.74 -1.43
9 H -1.60 -2.24 -1.65
10 H -2.02 -0.69 -1.31
11 H 1.60 -1.17 0.90
12 H 2.50 1.02 1.49
13 H 2.56 0.64 -0.12
14 H -0.38 1.72 0.86

Results
LUMO in Ha: 0.03185
HOMO-LUMO gap in eV: 9.3
ΔE to the lowest compared entry with this formula, charge and spin in kJ/mol: 0.00
DFT total energy in a.u.: -858.822195
Net charge: 0

***

Entry 5:
This record from the OMol25 dataset describes a 2-piece molecular cluster, C2H6ClN2O overall. The level of theory is ωB97M-V/def2-TZVPD.

Element x y z (Å)
1 C 0.23 0.00 -0.16
2 C -2.15 -0.71 -0.21
3 N 0.18 1.28 -0.14
4 N 1.31 -0.74 -0.03
5 O 1.34 2.03 -0.10
6 Cl -3.15 0.61 0.02
7 H -1.85 -1.60 0.43
8 H -2.33 -1.07 -1.22
9 H -0.65 1.72 0.03
10 H 1.34 -1.72 0.30
11 H 2.19 -0.20 0.17
12 H 1.23 2.89 0.17

Results
LUMO in Ha: -0.20581
HOMO-LUMO gap in eV: 9.0
ΔE to the lowest compared entry with this formula, charge and spin in kJ/mol: 485.13
DFT total energy in a.u.: -724.318524
Net charge: +1

***

Entry 6:
This record from the OMol25 dataset describes a 2-piece molecular cluster, C2H6ClN3 overall. The level of theory is ωB97M-V/def2-TZVPD.

Element x y z (Å)
1 C -1.04 -1.40 0.09
2 C 1.08 1.57 -0.13
3 N -0.19 -2.03 -0.50
4 N -2.18 -0.81 0.36
5 N 1.32 0.48 0.80
6 Cl 2.35 -0.61 0.07
7 H 0.09 2.00 0.22
8 H 1.86 2.24 -0.13
9 H 1.16 1.22 -1.17
10 H 0.73 -1.58 -0.68
11 H -3.01 -1.22 0.22
12 H -2.19 0.14 0.85

Results
LUMO (spin up / spin down) in Ha: 0.02938 / -0.03323
HOMO-LUMO gap (spin up / spin down) in eV: 6.3 / 8.7
Multiplicity: 3
ΔE to the lowest compared entry with this formula, charge and spin in kJ/mol: 18.61
<S²>: 2.0080
DFT total energy in a.u.: -704.040243
Net charge: 0

***

Entry 7:
This record from the OMol25 dataset describes a single C2H6ClNO molecule. The level of theory is ωB97M-V/def2-TZVPD.

Element x y z (Å)
1 C 0.18 1.39 -0.27
2 N 0.54 -0.09 -0.26
3 Cl 2.20 -0.08 0.22
4 C -0.20 -1.08 0.47
5 O -1.46 -1.20 -0.23
6 H 0.98 1.84 -1.06
7 H -0.90 1.36 -0.50
8 H 0.24 1.76 0.66
9 H 0.16 -2.13 0.51
10 H -0.29 -0.72 1.58
11 H -1.44 -1.05 -1.14

Results
LUMO in Ha: 0.03412
HOMO-LUMO gap in eV: 10.1
ΔE to the lowest compared entry with this formula, charge and spin in kJ/mol: 272.91
DFT total energy in a.u.: -669.893560
Net charge: 0

***

Entry 8:
This record from the OMol25 dataset describes a 2-piece molecular cluster, C2H6ClNO2S overall. The level of theory is ωB97M-V/def2-TZVPD.

Element x y z (Å)
1 C 1.50 0.52 -0.74
2 C 1.50 1.60 0.20
3 N -2.18 -1.64 0.49
4 O 2.56 -0.87 1.15
5 O -0.84 -1.02 0.23
6 S 1.99 -0.98 -0.19
7 Cl -0.20 2.14 0.35
8 H 0.95 0.63 -1.59
9 H -2.23 -2.17 1.34
10 H 2.11 2.43 -0.06
11 H 1.91 1.23 1.13
12 H -2.13 -2.26 -0.28
13 H -0.73 -0.16 0.66

Results
LUMO in Ha: -0.01462
HOMO-LUMO gap in eV: 9.0
ΔE to the lowest compared entry with this formula, charge and spin in kJ/mol: 281.09
DFT total energy in a.u.: -1143.288111
Net charge: 0

***

Entry 9:
This record from the OMol25 dataset describes a 2-piece molecular cluster, C2H6ClPS2 overall. The level of theory is ωB97M-V/def2-TZVPD.

Element x y z (Å)
1 C -0.52 -0.67 1.50
2 C 0.49 -0.25 0.44
3 P 0.01 1.14 -0.73
4 S 0.60 2.91 -0.10
5 S 0.70 0.12 -3.33
6 Cl -1.93 0.92 -0.81
7 H -0.16 -1.48 2.26
8 H -0.75 0.29 2.07
9 H -1.47 -0.89 1.04
10 H 0.56 -1.05 -0.26
11 H 1.45 0.00 0.79
12 H 1.02 -1.05 -2.87

Results
LUMO (spin up / spin down) in Ha: -0.07907 / -0.07908
HOMO-LUMO gap (spin up / spin down) in eV: 7.0 / 7.0
ΔE to the lowest compared entry with this formula, charge and spin in kJ/mol: 186.78
DFT total energy in a.u.: -1677.696674
Net charge: 0

***

Entry 10:
This record from the OMol25 dataset describes C2H6CsO2 as an isolated structure. The level of theory is ωB97M-V/def2-TZVPD.

Element x y z (Å)
1 Cs -3.14 0.19 -4.72
2 C 0.94 -0.05 -0.08
3 C -0.21 0.07 0.84
4 O -1.33 -0.71 0.49
5 O 1.64 1.18 -0.24
6 H 0.64 -0.42 -1.06
7 H 1.61 -0.78 0.39
8 H -0.67 1.06 0.87
9 H -0.06 -0.39 1.81
10 H -1.54 -1.41 1.11
11 H 2.12 1.24 0.59

Results
LUMO in Ha: -0.14796
HOMO-LUMO gap in eV: 8.4
ΔE to the lowest compared entry with this formula, charge and spin in kJ/mol: 119.15
DFT total energy in a.u.: -250.171664
Net charge: +1